The following is a DFT calculation (ωB97M-V/def2-TZVPD) of a molecular structure, C6H16KO2P at a distorted geometry.

The energy above the lowest of the compared OMol25 structures with the same formula, charge and spin comes out at 15.9 kcal per mole. Its gap between HOMO and LUMO is 6.8 eV. The max |F| is 9.18 eV/A. As for the electronic energy: -1329.7061 Eh. The value obtained for the highest occupied orbital energy is -7.3 eV. As for the multiplicity: 1. Its LUMO energy is -0.52 eV.

XYZ file:
```
26
C6H16KO2P (ωB97M-V/def2-TZVPD)
C 2.321 -1.103 -0.759
C 2.249 -0.425 0.601
P 1.308 1.296 0.564
C -0.441 0.408 0.457
C -1.175 0.796 -0.794
C -2.487 0.038 -1.072
C -2.597 -1.287 -0.413
O -1.835 -2.145 -0.503
O -3.755 -1.481 0.303
H 3.204 -1.720 -0.772
H 2.393 -0.393 -1.564
H 1.475 -1.761 -0.882
H 1.776 -1.145 1.338
H 3.283 -0.229 0.979
H 1.425 1.373 -0.881
H 0.707 2.624 0.552
H 1.244 1.295 2.013
H 2.626 1.949 0.676
H -1.019 0.702 1.370
H -0.233 -0.685 0.508
H -1.424 1.839 -0.698
H -0.488 0.719 -1.616
H -3.349 0.644 -0.874
H -2.527 -0.163 -2.131
H -3.813 -0.841 1.023
K 1.131 -0.304 2.575
```